(1)
ORCA calculation (ωB97M-V/def2-TZVPD) on 2 unconnected molecules or ions with the total composition C5H10B3FO8.

Calculated values
net charge = -2
spin multiplicity = 1
LUMO = 4.53 eV
calculated total energy = -973.18023 Ha

Each atom is followed by the atoms it is bonded to, with distances in Å.
Geometry (Å):
1 C 2.9306 -0.9333 1.5836  C2 1.523, H14 1.090, H15 1.093, H16 1.089
2 C 3.3102 -1.1046 0.1191  C1 1.523, O3 1.401, H17 1.092, H18 1.103
3 O 2.3769 -0.6092 -0.8017  C2 1.401, C4 1.425
4 C 1.9896 0.7514 -0.6269  O3 1.425, C5 1.528, H19 1.089, H20 1.101
5 C 0.7418 0.9950 0.2209  C4 1.528, B6 1.576, H21 1.096, H22 1.093
6 B -0.4586 -0.0206 0.1104  C5 1.576, O7 1.347, O13 1.411
7 O -1.6917 0.4542 -0.1503  B6 1.347, B8 1.373
8 B -2.8159 -0.2517 0.1988  O7 1.373, O9 1.359, O10 1.427
9 O -3.9902 0.3253 0.5667  B8 1.359, H23 0.958
10 O -2.6800 -1.6677 0.3101  B8 1.427, B11 1.361
11 B -1.4430 -2.1029 -0.0530  O10 1.361, F12 1.343, O13 1.379
12 F -1.2963 -3.2406 -0.7514  B11 1.343
13 O -0.3131 -1.4081 0.3240  B6 1.411, B11 1.379
14 H 3.0107 0.1049 1.9065  C1 1.090
15 H 3.6015 -1.5283 2.2087  C1 1.093
16 H 1.9023 -1.2579 1.7387  C1 1.089
17 H 3.3935 -2.1712 -0.0984  C2 1.092
18 H 4.3035 -0.6617 -0.0667  C2 1.103
19 H 1.8086 1.1301 -1.6322  C4 1.089
20 H 2.8419 1.3193 -0.2241  C4 1.101
21 H 1.0146 1.0859 1.2790  C5 1.096
22 H 0.3147 1.9549 -0.0820  C5 1.093
23 H -4.2209 0.0687 1.4607  O9 0.958
24 C -3.6588 2.2039 -1.8808  O25 1.295, O26 1.318, O27 1.294
25 O -2.8587 2.9701 -1.2107  C24 1.295
26 O -3.1742 1.2005 -2.5850  C24 1.318
27 O -4.9389 2.3938 -1.8641  C24 1.294

These are the Mulliken partial charges, in e, on atoms 1 to 4: -0.986 -0.325 -0.400 -0.659

---

(2)
ORCA calculation (ωB97M-V/def2-TZVPD) on 2 unconnected molecules or ions with the total composition C8H14N3 at a distorted geometry.

Calculated values
net charge = +1
spin multiplicity = 1
LUMO = -3.55 eV
calculated total energy = -477.18977 Ha
ΔE to the lowest compared entry with this formula, charge and spin = 281.3 kJ/mol

Each atom is followed by the atoms it is bonded to, with distances in Å.
Geometry (Å):
1 C 1.4240 -0.5452 -1.7478  C2 1.291, C3 1.392, H12 1.068
2 C 1.3294 -1.1795 -0.6269  C1 1.291, C4 1.523, H13 1.085
3 C 1.3016 0.8362 -1.8648  C1 1.392, C5 1.360, H14 1.072
4 C 1.0626 -0.4841 0.7016  C2 1.523, C6 1.553, C8 1.598, H15 1.175
5 C 1.6286 1.5304 -0.7415  C3 1.360, C6 1.483, H16 1.182
6 C 1.7173 0.9212 0.6075  C4 1.553, C5 1.483, C7 1.347
7 C 2.2573 1.4234 1.7351  C6 1.347, H17 1.046, H18 1.129
8 C -0.5067 -0.4862 1.0031  C4 1.598, N9 1.269, N10 1.375
9 N -1.0933 -0.6924 -0.1026  C8 1.269, H19 1.052, H20 1.116
10 N -0.9890 -0.1356 2.2424  C8 1.375, H21 0.969, H22 1.045
11 N -3.6977 -0.6024 -1.0238  H23 1.066, H24 1.080, H25 1.026
12 H 1.6265 -1.1054 -2.6341  C1 1.068
13 H 1.4366 -2.2568 -0.5593  C2 1.085
14 H 0.9505 1.2043 -2.8079  C3 1.072
15 H 1.6486 -1.0487 1.5494  C4 1.175
16 H 1.7619 2.6900 -0.9262  C5 1.182
17 H 2.6700 2.3551 1.9709  C7 1.046
18 H 1.9874 1.0222 2.7548  C7 1.129
19 H -0.5049 -1.0906 -0.8784  N9 1.052
20 H -2.2025 -0.6208 -0.2077  N9 1.116
21 H -1.9075 -0.1874 2.5460  N10 0.969
22 H -0.2767 0.2384 2.9087  N10 1.045
23 H -4.0051 -1.6184 -1.1250  N11 1.066
24 H -3.1246 -0.2041 -1.8477  N11 1.080
25 H -4.4943 0.0363 -0.9258  N11 1.026

These are the Mulliken partial charges, in e, on atoms 1 to 4: -0.084 -1.367 -0.513 0.093

---

The following Kohn-Sham gap values (in eV) correspond, in order, to the records above: 2.0692 8.4728.
The following HOMO level values (in Ha) correspond, in order, to the records above: 0.09032 -0.44199.